The following is a DFT calculation (ωB97M-V/def2-TZVPD) of 4 unconnected molecules or ions with the total composition C21H42BNO8.

Geometry (Å):
1 H -2.7548 -3.9418 -1.9328
2 N -1.7709 -3.9412 -1.6626
3 C -1.3961 -2.7825 -1.3209
4 C 0.0356 -2.5516 -0.9202
5 C -2.3398 -1.5953 -1.2631
6 C -1.7073 -0.2851 -1.6909
7 O -1.0413 -0.1871 -2.6793
8 O -2.0266 0.8165 -0.9690
9 C -1.7898 0.7898 0.4757
10 C -0.5197 1.5984 0.7633
11 C 0.3574 0.9986 1.8649
12 C -0.3618 0.6855 3.1914
13 C -0.3898 -0.8033 3.4956
14 O -1.4014 -1.0408 4.4691
15 B -3.1568 1.2749 1.1369
16 O -3.2445 2.2758 2.0769
17 O -4.2894 0.6139 0.7770
18 H 0.1314 -1.6453 -0.3161
19 H 0.4210 -3.4247 -0.4014
20 H 0.6191 -2.3816 -1.8269
21 H -3.1637 -1.7539 -1.9648
22 H -2.7836 -1.5344 -0.2685
23 H -1.5970 -0.2448 0.7809
24 H -0.7462 2.6465 0.9875
25 H 0.0583 1.6176 -0.1637
26 H 1.1763 1.6933 2.0606
27 H 0.8370 0.0878 1.4882
28 H -1.3831 1.0693 3.2127
29 H 0.1669 1.1806 4.0086
30 H -0.5943 -1.3796 2.5828
31 H 0.5870 -1.1116 3.8848
32 H -1.3365 -1.9521 4.7690
33 H -2.6857 3.0371 1.8982
34 H -5.0549 0.9720 1.2419
35 C 4.3289 5.0954 3.2519
36 C 3.1061 5.2980 4.1450
37 C 2.2021 4.1616 3.6846
38 O 3.0691 3.0997 3.2851
39 C 4.4132 3.5756 3.1906
40 H 5.2375 5.5495 3.6443
41 H 4.1425 5.5060 2.2576
42 H 3.3777 5.1655 5.1941
43 H 2.6397 6.2758 4.0338
44 H 1.5910 4.4669 2.8271
45 H 1.5377 3.7954 4.4689
46 H 4.9927 3.1770 4.0299
47 H 4.8501 3.2059 2.2625
48 C -2.3748 3.0678 -5.5685
49 C -2.7299 3.0110 -4.0842
50 C -1.3505 3.0569 -3.4411
51 O -0.5306 3.8438 -4.3160
52 C -1.1978 4.0360 -5.5605
53 H -3.1927 3.4081 -6.2029
54 H -2.0554 2.0837 -5.9169
55 H -3.3175 3.8887 -3.8043
56 H -3.2890 2.1202 -3.7999
57 H -0.9310 2.0542 -3.3517
58 H -1.3559 3.5237 -2.4543
59 H -1.5430 5.0743 -5.6307
60 H -0.4887 3.8549 -6.3699
61 C 1.4921 -7.7622 -1.6991
62 C 2.1334 -7.6003 -0.3222
63 C 2.4639 -6.1127 -0.3158
64 O 1.4623 -5.4786 -1.1082
65 C 0.7115 -6.4603 -1.8295
66 H 0.8545 -8.6413 -1.7839
67 H 2.2645 -7.8242 -2.4687
68 H 1.4082 -7.8316 0.4608
69 H 3.0120 -8.2259 -0.1697
70 H 3.4475 -5.9242 -0.7603
71 H 2.4500 -5.6756 0.6845
72 H -0.2856 -6.5369 -1.3883
73 H 0.5990 -6.1226 -2.8596

Atoms 1-3, force components in eV/Å:
H 0.01 0.00 -0.01
N -0.06 -0.18 -0.01
C 0.03 0.11 -0.02

Its spin multiplicity is 1. The calculation puts the HOMO energy at -8.97 eV. The charge is 0. The structure (SMILES) is [H]/N=C(/C)CC(=O)O[C@@H](CCCCO)B(O)O.C1CCOC1.C1CCOC1.C1CCOC1. For the LUMO energy, the calculation gives 0.0135 Eh. As for the total energy: -1506.9272 a.u.

Mulliken atomic charge list, values in e, 6 entries: atom 1 (H): 0.205, atom 2 (N): -0.551, atom 3 (C): 0.260, atom 4 (C): -0.343, atom 5 (C): -0.377, atom 6 (C): 0.266